Entry 1:
{"formula": "C21H21CaO2SiTe4", "method": "wB97M-V/def2-TZVPD", "lumo_ev": 2.271, "de_lowest_kj_mol": 96.91, "spin_multiplicity": 1, "total_charge": -1, "e_homo_ev": -3.68, "orbital_gap_ev": 5.9, "species": ["Te", "Te", "Te", "Te", "Ca", "Si", "O", "O", "C", "C", "C", "C", "C", "C", "C", "C", "C", "C", "C", "C", "C", "C", "C", "C", "C", "C", "C", "C", "C", "H", "H", "H", "H", "H", "H", "H", "H", "H", "H", "H", "H", "H", "H", "H", "H", "H", "H", "H", "H", "H"], "xyz": [[0.369421, -2.483801, -6.361940], [-0.345123, 0.052564, -5.501713], [1.944952, -3.461523, -4.335178], [-3.022213, 0.107222, -5.956033], [0.264411, -1.414558, -2.810751], [0.768775, 0.560660, 0.032797], [0.516117, 0.304058, -1.521706], [-1.821961, -2.331533, -2.418573], [0.619474, -2.358240, 0.368953], [-2.675724, 1.741734, 2.082415], [4.647179, 1.904673, -0.462283], [0.789793, -1.107958, 0.949416], [-0.566237, 1.579035, 0.891042], [3.989831, 2.626049, 1.728719], [2.416049, 1.408570, 0.342484], [-0.533835, 2.972667, 0.843322], [-2.619480, 3.126065, 2.024648], [-1.658046, 0.983839, 1.520865], [-1.544091, 3.741717, 1.401566], [1.012418, -1.095009, 2.332106], [-2.845808, -1.846526, -1.943422], [4.949521, 2.543879, 0.730134], [2.738190, 2.063832, 1.529896], [3.391865, 1.344876, -0.651258], [-3.080912, -0.371398, -2.014499], [1.059371, -2.254294, 3.087893], [0.662370, -3.535641, 1.107696], [0.883499, -3.486264, 2.474169], [-3.849144, -2.741495, -1.272657], [5.928605, 2.982039, 0.880145], [0.297747, 3.472638, 0.358826], [-3.511149, 1.251019, 2.566981], [1.150839, -0.142423, 2.833477], [-4.047058, -3.599999, -1.912731], [-3.377208, -0.151132, -3.059616], [1.991869, 2.150663, 2.313347], [5.390042, 1.844431, -1.247965], [0.920922, -4.398667, 3.056265], [0.425959, -2.512212, -0.692235], [3.159283, 0.859012, -1.591746], [-4.769747, -2.224789, -1.020166], [-1.714312, -0.097962, 1.584393], [-2.145268, 0.155901, -1.816040], [1.234485, -2.197812, 4.155667], [-3.410843, 3.722513, 2.462465], [0.526787, -4.485157, 0.605168], [4.214513, 3.132196, 2.659946], [-3.376322, -3.109289, -0.358244], [-1.494224, 4.822339, 1.347793], [-3.855580, -0.046511, -1.323837]], "atomic_forces_ev_per_a": [[-0.01, 0.04, 0.16], [-0.13, -0.06, -0.25], [-0.01, 0.13, 0.04], [0.20, -0.06, 0.15], [0.00, 0.32, -0.61], [-0.15, -0.36, -0.35], [-0.01, -0.27, 0.20], [-0.29, -0.08, 0.34], [-0.12, -0.34, -0.19], [-0.04, -0.01, 0.02], [0.05, 0.00, -0.04], [0.11, 0.24, 0.31], [0.05, 0.00, -0.06], [0.03, 0.03, 0.04], [-0.04, -0.04, -0.03], [0.04, 0.11, -0.03], [-0.04, 0.02, 0.02], [-0.05, -0.11, 0.05], [-0.01, 0.05, 0.00], [0.01, 0.05, 0.02], [0.20, 0.38, -0.08], [0.04, 0.03, 0.03], [-0.07, 0.03, 0.10], [0.06, 0.00, -0.07], [-0.01, -0.29, 0.00], [0.01, 0.02, 0.05], [0.02, -0.02, 0.08], [-0.01, -0.08, -0.03], [0.15, -0.04, -0.14], [0.01, 0.00, 0.00], [0.02, -0.01, -0.01], [-0.01, 0.00, 0.01], [0.00, 0.00, 0.01], [-0.01, -0.03, 0.01], [0.06, 0.02, 0.16], [0.00, 0.00, 0.01], [0.00, 0.00, -0.01], [0.00, 0.00, -0.01], [0.07, 0.20, 0.20], [-0.02, -0.01, 0.00], [-0.03, 0.01, -0.03], [0.01, -0.02, 0.00], [-0.01, 0.08, -0.06], [0.00, 0.00, 0.00], [0.00, 0.00, 0.00], [0.00, -0.01, 0.01], [0.01, 0.00, 0.00], [-0.05, -0.02, 0.01], [0.00, 0.00, 0.00], [-0.02, 0.06, -0.03]]}

***

Entry 2:
{"formula": "C3H9NO2", "method": "wB97M-V/def2-TZVPD", "lumo_ev": -0.675, "de_lowest_kj_mol": 542.00, "spin_multiplicity": 1, "e_homo_ev": -9.26, "orbital_gap_ev": 8.6, "species": ["O", "O", "N", "C", "C", "C", "H", "H", "H", "H", "H", "H", "H", "H", "H"], "xyz": [[-2.936440, -1.243096, -0.087982], [1.999637, 1.010298, 0.260947], [0.294010, -0.359548, -0.420992], [1.151354, -1.390207, -0.869997], [-0.170691, 1.719869, 0.936896], [0.781429, 0.732240, 0.221232], [-3.761236, -0.191707, -0.325877], [2.040202, -0.877814, -0.897456], [0.082506, 1.235306, 2.127581], [0.665448, -1.830121, -1.835423], [-0.731103, -0.340060, -0.531083], [0.221616, 2.842438, 0.783538], [-1.444548, 1.793920, 0.661900], [-3.450520, -2.355742, 0.082383], [1.241434, -2.268420, -0.231111]], "atomic_forces_ev_per_a": [[-4.62, -0.30, -0.24], [-1.88, -0.85, 0.18], [-2.49, 1.64, 1.46], [-2.93, -2.19, -1.84], [-1.33, 0.46, 1.71], [1.58, 1.52, -0.73], [3.08, -5.45, 1.16], [2.68, 0.41, -1.02], [-1.34, 2.13, -3.28], [1.55, 1.01, 1.21], [0.94, -0.72, 0.18], [-0.66, -2.84, 0.69], [3.96, -0.82, 0.92], [1.62, 5.83, -0.96], [-0.13, 0.18, 0.55]]}

***

Entry 3:
{"formula": "C5H14N2O", "method": "wB97M-V/def2-TZVPD", "lumo_ev": [3.388, 3.337], "de_lowest_kj_mol": 104.30, "spin_multiplicity": 2, "total_charge": -1, "e_homo_ev": [1.22, -4.03], "orbital_gap_ev": [2.2, 7.4], "species": ["O", "N", "N", "C", "C", "C", "C", "C", "H", "H", "H", "H", "H", "H", "H", "H", "H", "H", "H", "H", "H", "H"], "xyz": [[3.939053, -1.648584, -5.045776], [1.324260, 1.035363, -0.859124], [0.253876, -1.006964, 1.050992], [-3.007620, -0.568204, 1.167734], [-0.053081, 0.356692, 1.084132], [-2.447709, 0.780123, 1.672397], [0.336006, 1.206408, 0.130031], [-1.046023, 0.734349, 2.188462], [0.370529, -1.567048, 1.895113], [0.922358, 1.187700, -1.775268], [3.068004, -1.946242, -5.338861], [1.864271, 0.181560, -0.800952], [-3.873589, -0.838784, 1.792642], [-3.252417, 1.147718, 2.320806], [-0.265228, 2.108985, -0.004991], [-2.259605, -1.356537, 1.149500], [-0.935553, -0.023979, 2.983114], [4.584955, -2.353843, -4.989836], [1.082187, -1.343285, 0.548689], [-0.629319, 1.600857, 2.712748], [-2.550854, 1.579554, 0.912546], [-3.391559, -0.569736, 0.141735]], "atomic_forces_ev_per_a": [[0.09, 1.20, 0.01], [-0.32, 0.32, 0.23], [1.39, -1.91, 0.10], [-0.31, -0.09, -0.30], [-0.25, -0.17, 0.23], [-1.91, 0.99, -0.90], [-0.52, 0.26, 0.06], [1.47, -0.68, 0.47], [-0.60, 0.87, 0.46], [0.35, -0.28, -0.23], [0.21, -0.54, 0.15], [-0.13, -0.10, -0.22], [0.43, -0.28, -0.09], [0.66, 0.00, 0.94], [0.48, 0.08, 0.38], [0.04, -0.04, 0.33], [-0.29, -0.10, -0.34], [-0.32, -0.64, -0.08], [-0.43, 0.78, -0.62], [-0.67, 0.49, -0.40], [0.53, -0.59, -0.22], [0.10, 0.42, 0.05]]}

***

Entry 4:
{"formula": "C24H36IrN8PS4Te", "method": "wB97M-V/def2-TZVPD", "lumo_ev": [-3.783, -4.173], "de_lowest_kj_mol": 39.98, "spin_multiplicity": 2, "total_charge": 1, "e_homo_ev": [-10.07, -10.30], "orbital_gap_ev": [6.3, 6.1], "species": ["Ir", "Te", "S", "S", "S", "S", "P", "N", "N", "N", "N", "N", "N", "N", "N", "C", "C", "C", "C", "C", "C", "C", "C", "C", "C", "C", "C", "C", "C", "C", "C", "C", "C", "C", "C", "C", "C", "C", "C", "H", "H", "H", "H", "H", "H", "H", "H", "H", "H", "H", "H", "H", "H", "H", "H", "H", "H", "H", "H", "H", "H", "H", "H", "H", "H", "H", "H", "H", "H", "H", "H", "H", "H", "H", "H"], "xyz": [[0.179502, -0.447910, -0.214889], [1.223436, -2.968995, 0.295696], [0.403022, -1.342282, 2.107896], [-2.100160, -0.816109, 0.144127], [-0.243855, -5.581960, 1.708692], [2.631070, -0.129548, -0.453014], [-0.038152, 0.106644, -2.479756], [-2.663035, -5.266732, 5.676732], [-1.385507, 2.208033, 0.107154], [4.615592, 1.064239, 0.889678], [1.411686, 1.851245, 1.940253], [2.766559, 1.710525, 1.682737], [-5.844600, -4.535017, 3.254926], [-0.844704, 3.499778, 0.438944], [4.946735, 1.957443, 1.859937], [0.159380, 1.947726, -2.754197], [-2.603195, -4.507900, 4.816628], [0.765421, -0.716911, -5.126946], [-0.246888, -4.409604, 0.449035], [-2.000830, -1.755812, -3.165877], [3.810963, 2.342713, 2.339219], [-3.579929, -3.360493, 2.855798], [-3.440624, -2.516523, 1.769350], [3.303367, 0.885879, 0.737097], [-2.314241, 0.488409, -4.270107], [-1.150854, -2.113316, 2.386699], [3.610493, 3.329704, 3.423810], [-1.767788, -0.248142, -3.046717], [1.709794, -2.021454, -3.234992], [-2.221658, -1.882651, 1.510421], [-1.949571, -5.859429, -0.163374], [1.196699, -0.645438, -3.657403], [-1.291281, -2.955577, 3.483141], [1.251069, 2.559972, -1.878653], [-4.837943, -4.012666, 3.077576], [-1.208070, -4.702562, -0.487306], [-2.497517, -3.589383, 3.724580], [0.401124, 2.413430, -4.193070], [-1.539692, -6.428972, 1.009522], [5.340347, 0.613824, 0.354646], [0.510480, 0.244806, -5.557292], [-3.073201, -1.955793, -3.183768], [-1.582387, -2.293647, -2.315477], [-2.346900, 0.097810, -2.185939], [-0.345510, 2.067225, -4.899680], [1.093402, 2.345064, -0.822324], [4.579163, 3.713385, 3.730372], [-1.380526, -4.101066, -1.367927], [0.385120, 3.504798, -4.212965], [-3.336207, 0.146994, -4.445233], [1.599452, -1.119482, -5.704284], [2.165260, -2.001361, -2.247806], [-0.806125, 2.341271, -2.423521], [1.064424, 2.773565, 1.733362], [1.385437, 2.103047, -4.545252], [2.990354, 4.158444, 3.080676], [-2.749845, -6.255670, -0.769588], [3.122699, 2.873037, 4.285797], [-0.075526, -1.391573, -5.267344], [0.910412, -2.766193, -3.229093], [-1.578756, 4.134791, 0.741264], [-1.748700, 0.287904, -5.176954], [-0.442604, 3.886259, -0.406065], [2.235543, 2.177468, -2.152009], [2.040849, 0.051396, -3.582678], [-2.355928, 1.566770, -4.120024], [-1.575619, -2.157971, -4.084187], [1.269861, 3.642694, -2.029080], [-2.140067, 2.309831, -0.570724], [-0.452250, -3.132739, 4.142944], [-4.279776, -2.352659, 1.107227], [2.470589, -2.352731, -3.942795], [1.214493, 1.600741, 2.901250], [-1.937911, -7.308321, 1.490239], [-1.804974, 1.813719, 0.939839]], "atomic_forces_ev_per_a": [[0.52, -0.67, 0.59], [-0.12, 0.16, -0.17], [-0.01, -0.02, -0.81], [0.03, -0.17, -0.41], [0.07, -0.02, 0.00], [-0.44, 0.05, 0.20], [-0.16, 0.28, 0.03], [0.02, 0.01, 0.03], [0.10, 0.31, -0.14], [0.02, -0.08, -0.16], [0.10, -0.50, 0.11], [0.00, -0.02, -0.13], [-0.03, 0.00, -0.03], [-0.05, -0.01, 0.25], [-0.04, 0.06, 0.12], [0.02, -0.07, -0.03], [-0.05, -0.09, 0.05], [0.07, 0.04, 0.01], [0.04, -0.04, 0.13], [-0.02, -0.02, 0.06], [0.04, 0.11, 0.06], [0.09, 0.06, -0.04], [0.05, -0.02, 0.06], [-0.10, 0.12, 0.13], [0.01, 0.03, 0.02], [-0.28, 0.20, 0.03], [-0.02, -0.01, 0.00], [0.13, -0.08, -0.05], [-0.08, 0.02, 0.09], [0.25, 0.13, 0.14], [-0.03, -0.02, 0.01], [0.03, -0.02, 0.08], [-0.01, 0.09, 0.03], [0.03, -0.05, 0.12], [-0.05, -0.07, 0.07], [-0.06, 0.15, 0.01], [0.01, 0.07, -0.06], [-0.03, -0.03, 0.00], [0.02, 0.01, -0.03], [-0.03, -0.01, -0.01], [-0.03, 0.03, 0.00], [-0.01, 0.00, -0.01], [0.02, 0.05, -0.01], [-0.02, 0.01, 0.02], [-0.02, -0.01, -0.01], [-0.01, 0.00, -0.02], [0.01, -0.01, 0.00], [0.01, -0.02, 0.02], [0.01, 0.00, 0.01], [-0.01, 0.01, 0.01], [0.00, 0.01, -0.01], [0.01, -0.03, -0.05], [-0.03, -0.01, 0.00], [-0.13, 0.38, -0.31], [0.01, -0.01, -0.01], [0.00, 0.00, 0.01], [-0.02, 0.00, 0.00], [0.00, 0.00, 0.00], [-0.02, -0.04, 0.00], [0.00, 0.02, 0.02], [0.01, 0.04, -0.08], [0.01, -0.04, -0.02], [0.06, -0.01, 0.02], [0.00, 0.02, -0.04], [-0.01, 0.01, 0.01], [0.02, 0.00, 0.00], [0.02, -0.02, -0.02], [0.00, 0.01, 0.00], [-0.07, -0.13, 0.11], [0.00, -0.01, 0.01], [0.00, -0.01, -0.01], [0.00, -0.01, -0.02], [0.02, -0.05, -0.02], [0.00, -0.01, 0.01], [0.14, -0.10, 0.05]]}

***

Entry 5:
{"formula": "H2NOS2", "method": "wB97M-V/def2-TZVPD", "lumo_ev": 3.750, "de_lowest_kj_mol": 91.57, "spin_multiplicity": 1, "total_charge": -1, "e_homo_ev": -4.24, "orbital_gap_ev": 8.0, "species": ["S", "S", "O", "N", "H", "H"], "xyz": [[-1.180874, 0.511339, -1.506546], [0.158104, 0.221662, -0.119724], [1.571301, 0.667437, -0.436841], [0.107071, -1.074114, 0.685356], [-0.654989, -1.479442, 0.285849], [-0.000613, 1.153117, 1.091906]], "atomic_forces_ev_per_a": [[-0.15, -0.06, 0.07], [4.01, 3.71, 3.06], [-2.34, -0.85, -0.30], [1.81, 0.25, 0.53], [-2.84, -2.43, -1.04], [-0.49, -0.63, -2.32]]}